No. 1
C10H17ClINOPSW as an isolated structure at a distorted geometry. Source: the OMol25 dataset; level of theory: ωB97M-V with the def2-TZVPD basis set.

Each line ends with the natural charge from an NBO analysis.
Element x y z (Å)
W -1.812 -0.733 -0.191  0.793
I 3.005 1.146 -1.057  0.470
Cl -3.779 0.155 0.073  -0.193
S -0.687 -0.319 1.659  0.032
P -0.579 0.143 -1.952  0.718
O 3.419 -0.577 1.587  -0.247
N -2.414 0.956 3.486  -0.468
C -1.561 1.601 -2.630  -0.893
C -0.633 2.790 4.425  -0.054
C -0.171 1.721 3.616  -0.235
C -1.937 2.952 4.735  -0.225
C 2.763 -0.428 0.600  0.661
C -2.904 2.100 4.208  0.150
C 2.470 -1.061 -0.688  -0.835
C -1.127 0.884 3.064  0.167
C -1.358 -1.144 -3.090  -0.929
C 0.840 0.420 -3.281  -0.789
H 0.875 1.539 3.422  0.266
H 0.115 3.483 4.897  0.288
H 2.652 -2.117 -0.444  0.335
H -2.385 -1.427 -2.864  0.253
H -2.670 1.462 -2.280  0.260
H -1.550 1.647 -3.752  0.278
H -2.270 3.752 5.400  0.294
H 0.500 0.368 -4.324  0.285
H -3.954 2.162 4.378  0.272
H 3.150 -0.773 -1.560  0.332
H -1.361 -0.779 -4.129  0.299
H 1.255 1.446 -3.196  0.251
H -0.796 -2.078 -3.103  0.265
H -3.180 0.393 3.079  0.461
H 1.661 -0.276 -3.116  0.204
H 1.493 -0.990 -1.085  0.277
H -1.174 2.491 -2.158  0.254

Output
HOMO (spin up / spin down), eV: -18.11 / -17.79
2S+1: 3
Kohn-Sham gap (spin up / spin down), eV: 6.378 / 5.468
Max |F|, eV Å⁻¹: 6.86
E_LUMO (spin up / spin down), eV: -11.73 / -12.32
Net charge: +3
ΔE to the lowest compared entry with this formula, charge and spin, kcal per mole: 86.2

---

No. 2
One molecule with the formula C10H12OS at a distorted geometry. Source: the OMol25 dataset; level of theory: ωB97M-V with the def2-TZVPD basis set.

Each line ends with the natural charge from an NBO analysis.
Element x y z (Å)
S -1.301 0.203 -1.659  0.165
O -0.751 -2.126 -0.310  -0.763
C 2.799 1.255 -0.699  -0.201
C 1.472 0.962 -0.722  -0.211
C 3.692 0.271 -0.421  -0.223
C -2.898 0.039 -0.746  -0.536
C 1.890 -1.256 0.100  -0.191
C 3.275 -1.008 -0.099  -0.192
C -2.483 0.571 0.628  -0.406
C 1.022 -0.256 -0.216  -0.108
C -0.422 -0.569 -0.223  0.163
C -1.107 -0.065 1.045  -0.445
H -1.184 -0.792 1.788  0.233
H -0.970 -2.222 -1.277  0.475
H 1.550 -2.182 0.591  0.237
H 4.048 -1.771 -0.033  0.213
H -0.551 0.839 1.592  0.220
H -3.228 0.382 1.355  0.215
H -2.328 1.750 0.609  0.206
H -3.055 -1.079 -0.805  0.241
H 4.773 0.350 -0.469  0.214
H 0.673 1.570 -1.185  0.232
H -3.732 0.813 -1.080  0.251
H 3.117 2.247 -0.793  0.212

Output
HOMO, eV: -9.05
Kohn-Sham gap, eV: 9.781
Max |F|, eV Å⁻¹: 3.91
E_LUMO, eV: 0.73
SMILES: O[C@]1(c2ccccc2)CCCS1
ΔE to the lowest compared entry with this formula, charge and spin, kcal per mole: 24.4

---

No. 3
C23H24AlAsFI2N2O5S3 as an isolated structure. Source: the OMol25 dataset; level of theory: ωB97M-V with the def2-TZVPD basis set.

Each line ends with the natural charge from an NBO analysis.
Element x y z (Å)
I 2.075 -0.563 2.154  0.335
I 3.614 0.851 -0.757  0.332
As -1.792 -0.580 0.879  0.937
S -0.650 1.392 -2.158  0.459
S -2.372 4.301 1.294  0.460
S 1.675 4.743 1.217  0.467
Al 0.459 0.136 -0.055  1.551
F 0.965 -6.327 1.777  -0.290
O 0.748 -1.294 -1.020  -0.987
O 2.437 -5.475 -3.311  -0.605
O 2.234 -8.291 0.265  -0.532
O 0.575 1.796 0.315  -1.055
O 2.696 -2.294 -0.533  -0.598
N 2.325 -6.855 -1.504  -0.629
N 1.462 -4.701 -1.397  -0.416
C -2.635 4.052 2.965  -0.408
C 1.185 -3.415 -2.005  -0.323
C 1.633 -2.284 -1.092  0.817
C -3.275 0.559 0.431  -0.934
C -1.954 -0.784 2.792  -0.936
C 1.280 4.655 -1.298  -0.265
C 2.647 5.732 0.221  -0.403
C 2.327 5.601 -1.094  -0.254
C -1.949 3.528 -1.811  -0.243
C -1.740 3.172 3.487  -0.255
C 3.878 -0.127 1.091  -0.687
C -2.466 2.919 -3.002  -0.215
C -1.045 3.216 1.267  -0.143
C 1.988 -7.207 -0.194  0.597
C -0.818 2.697 2.506  -0.304
C 0.836 4.102 -0.135  -0.158
C 1.098 -4.948 -0.085  -0.026
C 2.104 -5.662 -2.164  0.793
C -0.161 2.977 0.048  0.108
C -0.977 2.792 -1.222  -0.188
C -2.340 -2.314 0.224  -0.938
C -1.882 1.732 -3.302  -0.408
C 1.322 -6.112 0.511  0.251
H -2.297 4.481 -1.434  0.248
H 2.791 -7.569 -2.047  0.442
H -1.869 0.191 3.265  0.256
H -0.001 2.019 2.713  0.235
H -3.240 3.360 -3.615  0.246
H 4.351 -1.084 0.915  0.257
H -3.345 0.654 -0.652  0.250
H 1.779 -3.366 -2.916  0.290
H 0.879 4.401 -2.271  0.230
H -1.724 2.882 4.528  0.235
H 2.808 6.156 -1.887  0.236
H -3.439 4.567 3.465  0.254
H -2.925 -1.221 3.015  0.249
H -1.848 -3.097 0.799  0.243
H -4.181 0.102 0.825  0.244
H 0.134 -3.310 -2.273  0.213
H -2.046 1.078 -4.143  0.261
H 4.445 0.526 1.741  0.242
H -3.417 -2.412 0.341  0.248
H 3.387 6.381 0.664  0.249
H 0.624 -4.138 0.453  0.214
H -3.127 1.543 0.873  0.258
H -2.074 -2.417 -0.826  0.247
H -1.174 -1.446 3.163  0.240

Output
HOMO, eV: -11.27
Kohn-Sham gap, eV: 7.708
Max |F|, eV Å⁻¹: 0.52
E_LUMO, eV: -3.56
Net charge: +1
ΔE to the lowest compared entry with this formula, charge and spin, kcal per mole: 11.2

---

No. 4
A 2-piece molecular cluster, C4H5F overall at a distorted geometry. Source: the OMol25 dataset; level of theory: ωB97M-V with the def2-TZVPD basis set.

Each line ends with the natural charge from an NBO analysis.
Element x y z (Å)
F -1.228 -0.804 1.686  -0.690
C 1.478 0.529 1.055  -0.492
C 0.326 0.476 0.406  0.462
C -0.760 0.320 -0.525  -0.275
C -0.753 -0.622 -1.486  -0.218
H -1.689 -0.831 -1.934  0.216
H -1.449 1.084 -0.485  0.233
H 2.193 1.164 0.650  0.250
H 1.892 0.025 2.050  0.310
H -0.011 -1.341 -1.416  0.204

Output
HOMO (spin up / spin down), eV: -9.48 / -9.29
Kohn-Sham gap (spin up / spin down), eV: 7.659 / 7.439
Max |F|, eV Å⁻¹: 3.17
E_LUMO (spin up / spin down), eV: -1.82 / -1.85
ΔE to the lowest compared entry with this formula, charge and spin, kcal per mole: 101.2

---

No. 5
C36H48ClNP2Sr as an isolated structure at a distorted geometry. Source: the OMol25 dataset; level of theory: ωB97M-V with the def2-TZVPD basis set.

Each line ends with the natural charge from an NBO analysis.
Element x y z (Å)
Sr 1.093 -0.298 0.708  1.708
Cl -0.490 -1.633 -1.953  -0.023
P -1.074 2.591 -0.931  0.763
P 2.443 -0.608 -1.880  0.829
N -3.439 -0.095 3.509  -0.357
C -2.250 -1.080 3.414  -0.238
C 2.031 -2.391 0.260  -0.332
C 4.161 -0.257 -2.392  -0.395
C 0.198 -0.222 6.133  -0.230
C 1.602 3.166 -1.561  -0.605
C -3.071 1.834 0.814  -0.622
C 6.737 0.386 -3.227  -0.167
C 2.045 -2.130 -2.820  -0.435
C -3.111 1.225 4.132  -0.430
C -1.313 2.913 -3.667  -0.610
C -2.795 4.336 0.648  -0.618
C 2.983 -2.889 -3.516  -0.167
C 0.719 -2.570 -2.818  0.082
C 2.463 -1.608 2.509  -0.206
C 3.253 -0.563 2.009  -0.252
C -4.605 -0.715 4.197  -0.415
C 3.404 -0.420 0.640  -0.277
C -1.017 -0.540 4.066  -0.071
C -0.843 -0.810 5.429  -0.243
C 1.873 -2.528 1.639  -0.243
C 2.601 -4.049 -4.175  -0.186
C -2.077 2.990 0.594  -0.504
C 1.023 0.682 5.476  -0.204
C 5.252 -1.016 -1.955  -0.165
C -3.466 2.638 -2.431  -0.612
C 6.532 -0.698 -2.378  -0.203
C 0.406 3.735 -0.786  -0.497
C 0.323 -3.724 -3.469  -0.263
C -2.058 3.232 -2.368  -0.511
C -0.130 0.279 3.343  -0.541
C 2.793 -1.333 -0.243  -0.413
C 0.190 5.195 -1.184  -0.618
C 5.664 1.156 -3.645  -0.196
C 0.864 0.909 4.110  -0.299
C 4.377 0.838 -3.229  -0.182
C 1.277 -4.465 -4.150  -0.156
H -3.437 1.546 -2.381  0.204
H 1.573 -3.096 -0.423  0.276
H 1.814 1.184 6.024  0.225
H -2.128 4.315 -2.242  0.227
H 7.372 -1.299 -2.053  0.234
H -2.578 -2.000 3.891  0.220
H -0.626 5.666 -0.643  0.215
H 3.750 0.118 2.688  0.272
H -3.580 4.411 -0.105  0.214
H -4.917 -1.612 3.667  0.233
H 3.536 1.440 -3.553  0.224
H -4.321 -0.966 5.216  0.233
H 1.316 -3.363 2.045  0.267
H 0.360 -0.456 7.177  0.232
H 1.547 1.612 3.631  0.185
H -1.175 1.833 -3.772  0.209
H 0.640 3.659 0.282  0.213
H 0.983 -5.370 -4.664  0.244
H -3.926 2.914 -3.382  0.232
H 1.746 2.107 -1.327  0.176
H -1.325 2.927 1.387  0.224
H -2.513 0.902 0.929  0.193
H -1.893 3.262 -4.523  0.230
H -4.118 3.015 -1.645  0.208
H -3.706 0.113 2.548  0.439
H -2.266 1.670 3.620  0.254
H 3.980 0.403 0.226  0.270
H 1.095 5.769 -0.969  0.225
H 1.461 3.256 -2.638  0.217
H 2.514 3.712 -1.303  0.222
H -0.714 -4.034 -3.447  0.245
H 3.341 -4.625 -4.714  0.242
H -3.681 2.052 1.696  0.193
H -3.990 1.863 4.053  0.226
H 2.350 -1.736 3.577  0.276
H 5.824 2.004 -4.298  0.237
H -3.753 1.732 -0.028  0.228
H -0.006 5.286 -2.254  0.214
H 4.014 -2.567 -3.553  0.240
H -1.520 -1.490 5.940  0.208
H -5.433 -0.009 4.220  0.235
H -0.335 3.392 -3.717  0.206
H -2.111 5.170 0.516  0.219
H 5.108 -1.860 -1.292  0.209
H -2.048 -1.246 2.360  0.211
H 7.737 0.631 -3.558  0.239
H -2.867 1.077 5.180  0.241
H -3.264 4.462 1.629  0.215

Output
HOMO, eV: -12.56
Kohn-Sham gap, eV: 6.260
Max |F|, eV Å⁻¹: 12.08
E_LUMO, eV: -6.30
Net charge: +2

---

No. 6
C2H5NOS as an isolated structure at a distorted geometry. Source: the OMol25 dataset; level of theory: ωB97M-V with the def2-TZVPD basis set.

Each line ends with the natural charge from an NBO analysis.
Element x y z (Å)
S 2.573 -0.427 0.062  0.063
O -2.032 -0.738 0.220  -0.696
N 1.190 0.747 -0.020  -0.452
C -1.212 0.431 0.060  -0.128
C 0.213 -0.081 -0.143  0.053
H 3.650 0.261 0.540  0.131
H 0.327 -1.160 -0.274  0.170
H -1.370 1.069 1.024  0.216
H -1.506 1.131 -0.837  0.185
H -1.832 -1.232 -0.632  0.458

Output
HOMO, eV: -9.05
Kohn-Sham gap, eV: 9.668
Max |F|, eV Å⁻¹: 2.90
E_LUMO, eV: 0.62
ΔE to the lowest compared entry with this formula, charge and spin, kcal per mole: 62.5